A structure of composition C45H42I2N3OPtSb2 at a distorted geometry. Source: the Open Molecules 2025 dataset; level of theory: the ωB97M-V functional and the def2-TZVPD basis.

XYZ file:
```
96
C45H42I2N3OPtSb2 the ωB97M-V functional and the def2-TZVPD basis
C -5.4816 -2.3473 -3.4995
C -4.6620 -1.6001 -2.6589
C 2.9758 2.6912 0.7968
N -1.1630 2.1994 -1.1548
H 0.7419 4.4457 5.8847
H 4.5275 -2.6895 2.7433
H 2.4379 -0.5453 -1.0313
H -1.4685 3.7470 0.2575
C 0.5802 -1.4975 -3.5804
H 0.1776 5.3850 0.3789
C 0.8603 4.3960 -3.2972
H 0.3170 5.3345 -3.2661
C 1.5480 1.8663 3.8371
C -0.8262 2.8732 0.1541
H 3.8652 -2.4104 -1.8611
C -1.6820 -4.9776 0.5329
C 2.1514 1.9889 -3.3620
H -1.9904 -1.7954 2.2965
C -1.1126 3.1475 -2.3024
H 2.6096 5.2086 -4.2436
H 0.7585 -2.0763 -0.2156
C 2.9372 -2.1698 -2.3642
H 0.0287 -1.7823 4.6455
O 1.2608 1.0817 0.2989
C -3.3021 -1.8888 -2.6016
C -3.5784 -3.6211 -4.2442
H 1.6373 -3.1734 5.8789
C 0.9300 4.6107 0.4998
C -3.0537 0.0277 1.7173
H 0.9733 -3.0524 -4.9797
C -2.1517 -3.8308 -0.0944
C -4.9405 -3.3475 -4.2918
H -1.5362 3.8387 5.1218
Sb -2.0692 -0.9969 -1.1654
C 1.0093 -1.9717 4.2210
C -0.6760 3.2923 4.7521
H 2.4119 1.2972 3.5075
C -2.7501 -2.8860 -3.4059
H -1.7552 2.7483 -3.0853
C -1.9435 -0.7200 2.4887
H -6.5437 -2.1416 -3.5334
H 3.1184 -3.6944 -3.8729
H -2.1175 1.8727 -1.0605
C 1.9204 -2.7511 4.9220
H -4.2406 0.0680 -0.0805
H 3.8993 -3.5768 4.9652
H 2.7047 3.1618 5.0984
H -5.1017 -0.8119 -2.0594
C -1.2776 -2.7664 -0.3492
H -1.4945 4.1299 -2.0270
H 2.6224 1.0150 -3.3581
C 1.3260 -2.5310 -4.0999
H -3.9100 -1.5645 0.5018
H -1.0818 2.1733 0.9459
C 1.6112 2.2733 0.4793
H -2.7866 1.0816 1.6053
C 3.2761 4.0145 0.9734
C -3.4805 -0.5720 0.3633
H -2.0120 -0.5430 3.5653
C 0.2783 3.2421 -2.8199
N 0.9900 -0.8210 -2.4893
H 3.7724 2.9934 -4.3259
I 4.4524 1.2718 0.9773
C 2.6491 -1.6956 2.4387
C 2.1343 4.3201 -3.8464
H -1.8617 2.0004 3.5286
H 0.0139 -5.9615 1.4153
C 3.5476 -2.4771 3.1555
H -5.5800 -3.9098 -4.9604
C 1.3934 -1.4405 2.9871
C 0.2592 1.5309 3.3939
H -3.9579 0.0106 2.3311
H -0.3502 -1.1860 -4.0272
C -0.3433 -5.0699 0.9139
H -1.6926 -3.1198 -3.3596
H -3.1610 -4.4111 -4.8575
C 2.7865 3.0935 -3.8880
H 2.9300 -1.2852 1.4746
C 2.2624 4.9858 0.8165
H 4.2847 4.3195 1.2267
C 3.1878 -2.9894 4.3981
C -0.8552 2.2517 3.8484
C 0.5977 3.3016 0.3532
C 2.1529 -1.1437 -1.8918
C 0.6066 3.6265 5.1866
I 2.7070 6.9422 1.0499
C 1.7128 2.9105 4.7393
N 0.9135 2.0712 -2.8396
Sb 0.0799 -0.0897 2.0937
H -2.3601 -5.8027 0.7237
C 2.5180 -2.8809 -3.4826
C 0.5316 -4.0253 0.6461
Pt -0.0761 0.5592 -1.7447
H 1.5760 -4.1032 0.9300
H -3.1944 -3.7785 -0.3908
C 0.0659 -2.8772 0.0087
```

Calculated values
E_tot   -86361.9806 eV
HOMO   -14.91 eV
Total charge   +3